Record 1
{"formula": "C30H84N4O12", "method": "the ωB97M-V functional and the def2-TZVPD basis", "homo_lumo_gap_ev": 8.95, "homo_ev": -8.600, "smiles": "NC(N)=O.NC(N)=O.CC(C)O.CC(C)O.CC(C)O.CC(C)O.CC(C)O.CC(C)O.CC(C)O.CC(C)O.CC(C)O.CO", "de_lowest_kj_mol": 32.92, "symbols": ["C", "O", "H", "H", "H", "H", "C", "O", "N", "N", "H", "H", "H", "H", "C", "O", "N", "N", "H", "H", "H", "H", "C", "C", "C", "O", "H", "H", "H", "H", "H", "H", "H", "H", "C", "C", "C", "O", "H", "H", "H", "H", "H", "H", "H", "H", "C", "C", "C", "O", "H", "H", "H", "H", "H", "H", "H", "H", "C", "C", "C", "O", "H", "H", "H", "H", "H", "H", "H", "H", "C", "C", "C", "O", "H", "H", "H", "H", "H", "H", "H", "H", "C", "C", "C", "O", "H", "H", "H", "H", "H", "H", "H", "H", "C", "C", "C", "O", "H", "H", "H", "H", "H", "H", "H", "H", "C", "C", "C", "O", "H", "H", "H", "H", "H", "H", "H", "H", "C", "C", "C", "O", "H", "H", "H", "H", "H", "H", "H", "H"], "xyz": [[3.373, 2.964, 1.199], [2.254, 2.302, 0.692], [3.260, 3.018, 2.266], [3.468, 4.009, 0.868], [4.264, 2.433, 0.991], [2.009, 1.532, 1.246], [-0.137, 0.157, 0.461], [0.800, -0.004, 1.490], [-0.016, 1.228, -0.298], [-1.244, -0.592, 0.288], [0.811, 1.794, -0.261], [-0.660, 1.512, -1.024], [-1.971, -0.406, -0.377], [-1.382, -1.526, 0.648], [-3.786, -0.098, 2.592], [-3.892, -1.467, 2.488], [-2.870, 0.622, 2.043], [-4.781, 0.586, 3.051], [-2.080, 0.234, 1.534], [-2.940, 1.572, 2.085], [-5.703, 0.120, 3.319], [-4.826, 1.630, 3.012], [-0.985, 0.604, -3.121], [-0.015, -0.553, -3.056], [-0.698, -1.859, -3.216], [0.858, -0.556, -3.877], [-1.408, 0.644, -4.137], [-0.295, 1.414, -2.935], [-1.679, 0.433, -2.335], [0.472, -0.587, -2.090], [-1.347, -1.888, -4.147], [-1.386, -2.007, -2.352], [0.022, -2.685, -3.264], [0.644, 0.048, -4.591], [4.242, 2.787, -2.517], [2.770, 2.490, -2.579], [2.082, 3.824, -2.526], [2.478, 1.844, -3.609], [4.624, 3.093, -1.570], [4.589, 3.464, -3.274], [4.796, 1.883, -2.788], [2.397, 1.915, -1.680], [2.266, 4.270, -3.535], [2.510, 4.504, -1.850], [1.048, 3.923, -2.210], [3.028, 1.088, -3.787], [0.771, 5.441, 0.892], [-0.335, 4.561, 0.451], [-1.025, 3.739, 1.573], [-1.157, 5.175, -0.223], [1.310, 4.906, 1.629], [0.343, 6.333, 1.353], [1.484, 5.618, 0.084], [0.234, 3.824, -0.179], [-0.250, 3.259, 2.279], [-1.611, 2.941, 1.301], [-1.562, 4.383, 2.224], [-1.487, 4.527, -0.854], [2.865, -5.095, 2.214], [3.466, -3.827, 1.585], [2.844, -2.528, 2.163], [4.702, -3.646, 1.715], [3.083, -5.107, 3.267], [3.127, -6.012, 1.769], [1.743, -4.992, 2.153], [3.242, -3.765, 0.507], [3.093, -2.543, 3.183], [1.775, -2.562, 2.198], [3.218, -1.635, 1.597], [5.243, -4.240, 1.188], [5.996, -0.029, -0.371], [4.974, -1.085, -0.851], [3.540, -0.549, -0.732], [5.155, -1.416, -2.027], [6.991, -0.240, -0.786], [6.191, -0.129, 0.694], [5.610, 0.980, -0.714], [5.126, -1.935, -0.119], [2.790, -1.237, -1.131], [3.578, 0.280, -1.399], [3.152, -0.143, 0.200], [5.885, -2.025, -1.994], [-5.201, -0.137, -0.522], [-4.483, -1.459, -0.706], [-5.247, -2.417, -1.622], [-3.364, -1.305, -1.272], [-5.436, 0.412, -1.451], [-4.655, 0.457, 0.202], [-6.169, -0.386, -0.039], [-4.324, -2.014, 0.188], [-5.257, -2.026, -2.617], [-6.246, -2.612, -1.272], [-4.722, -3.420, -1.699], [-2.724, -1.886, -0.847], [-3.419, 2.469, -1.033], [-2.797, 3.168, -2.232], [-3.394, 4.573, -2.460], [-1.554, 3.286, -2.137], [-3.090, 1.411, -0.880], [-4.493, 2.529, -1.171], [-3.177, 2.972, -0.098], [-3.031, 2.553, -3.095], [-3.064, 5.335, -1.835], [-4.413, 4.502, -2.488], [-3.021, 4.875, -3.381], [-1.175, 3.492, -3.024], [0.465, -3.311, -0.135], [-0.883, -3.981, -0.169], [-0.781, -5.163, 0.830], [-1.830, -3.247, 0.074], [0.609, -2.640, -0.945], [1.229, -4.064, -0.072], [0.545, -2.548, 0.684], [-1.049, -4.500, -1.124], [-1.651, -5.813, 0.839], [-0.471, -4.864, 1.825], [0.033, -5.823, 0.430], [-2.663, -3.736, 0.039], [-1.087, -1.046, 4.750], [-0.819, -2.243, 3.795], [0.351, -3.046, 4.358], [-1.810, -2.990, 3.664], [-1.291, -1.464, 5.771], [-2.027, -0.585, 4.548], [-0.323, -0.252, 4.807], [-0.618, -1.756, 2.794], [1.162, -2.370, 4.419], [0.592, -3.958, 3.703], [0.167, -3.446, 5.339], [-2.491, -2.507, 3.219]], "forces_ev_per_angstrom": [[-0.445, 0.690, 0.769], [-0.494, 0.015, -0.422], [0.225, 0.149, 0.790], [-0.309, -0.448, -0.375], [1.175, -0.530, -0.386], [-0.040, 0.014, -0.025], [4.220, 0.024, 4.638], [-4.301, 0.065, -4.764], [-0.473, 0.655, -1.049], [0.628, -0.647, 0.349], [0.394, 0.163, 0.504], [-0.085, -0.370, 0.257], [0.159, 0.730, -0.630], [0.661, 0.060, 0.575], [-1.153, -7.599, -1.675], [1.080, 5.479, 0.681], [2.742, -1.186, -0.825], [-5.387, 2.075, 2.542], [-0.291, -0.210, 0.452], [-0.073, 2.812, 0.213], [2.318, 0.723, -0.538], [0.234, -1.668, 0.048], [1.606, -0.583, -0.565], [-8.364, -1.813, 7.871], [-3.031, -1.722, 0.635], [10.437, 1.825, -10.338], [-0.221, 0.078, 0.406], [-0.432, 0.809, -0.118], [-1.077, 0.395, 0.243], [-0.226, 0.306, 1.166], [0.776, 0.089, 0.859], [0.360, -0.383, -0.686], [-0.142, 0.238, 0.049], [0.581, 0.030, -0.453], [1.169, -1.336, -0.146], [1.133, 3.234, 7.853], [-0.601, 0.928, -1.821], [-2.869, -3.481, -7.881], [0.060, 0.386, 0.814], [-0.292, 0.827, -0.442], [0.025, -0.316, 0.249], [0.921, 0.596, -0.158], [-0.588, -0.066, 0.590], [1.236, 0.679, 1.075], [-0.536, -0.736, -0.523], [0.263, -0.488, 0.179], [0.223, 0.541, 0.842], [6.428, -6.498, 4.436], [3.986, 0.701, 2.360], [-7.040, 5.032, -5.947], [0.768, -0.361, 0.983], [0.349, 0.320, -0.195], [-0.367, 0.513, -0.047], [-0.417, -0.125, 0.393], [-0.837, 0.597, -1.105], [-1.442, -1.619, -1.307], [-0.827, 0.852, 0.474], [-0.454, 0.462, -0.502], [-1.968, 1.901, 0.156], [-7.799, 0.442, -1.578], [-0.041, -0.533, -1.278], [9.040, 0.460, 1.324], [0.311, -0.108, 0.558], [0.613, -1.113, -0.693], [1.092, -0.278, -0.049], [-0.636, -0.551, -0.183], [0.868, 0.543, 1.497], [-0.535, 0.204, -0.463], [-0.388, -0.934, 0.834], [-0.004, -0.133, 0.084], [-0.311, 0.660, -0.307], [-1.695, 2.225, 10.736], [-0.009, -0.052, -0.012], [1.469, -3.046, -9.232], [-0.266, 0.149, -0.426], [-0.525, 0.555, 0.303], [0.877, -0.879, 0.685], [-0.416, 0.339, -0.462], [0.210, -0.244, 0.084], [-0.321, 0.843, -0.713], [0.471, -0.259, 0.229], [0.526, -0.362, -1.004], [-1.468, -0.753, 0.994], [-6.757, -1.723, 1.011], [-0.114, -1.424, 0.463], [8.147, 1.962, -3.263], [0.457, -0.373, 0.309], [0.022, 0.322, -0.183], [0.326, 0.309, -0.251], [-0.582, 0.175, 1.639], [-0.185, 0.390, -0.710], [-0.578, -0.115, 0.011], [-0.407, 1.068, 0.246], [0.289, -0.381, -0.573], [0.400, -0.314, 0.349], [-8.200, -0.007, -0.256], [0.851, -2.051, -0.152], [9.642, 0.531, -0.047], [-0.349, 0.834, -0.540], [-0.138, -0.350, 0.158], [0.008, 0.337, 0.006], [-0.668, -0.266, -0.480], [0.470, 0.961, 1.853], [-2.784, 0.228, -0.168], [0.371, 0.592, -2.171], [0.023, -0.090, 1.148], [-0.431, 1.546, 0.846], [8.068, -8.226, -1.371], [1.391, -1.014, -0.951], [-9.219, 7.128, 2.163], [0.297, 0.197, -1.368], [0.414, 0.070, -0.035], [-0.087, -1.219, -0.038], [0.567, 0.022, -0.582], [-0.461, 0.201, 0.213], [-0.341, 0.194, 0.239], [-0.554, 0.402, 0.411], [-0.036, 0.138, 0.379], [0.218, -0.550, 1.491], [6.115, 5.212, 0.644], [-0.102, -1.144, -1.753], [-6.171, -5.700, -0.160], [0.576, 0.256, -0.545], [-0.743, 0.496, -0.697], [-0.104, -0.538, -0.144], [0.967, -0.273, 0.638], [1.246, 0.328, 0.057], [-0.192, 1.453, 0.770], [-0.513, 0.012, 0.526], [-1.585, 0.407, -0.588]]}

---

Record 2
{"formula": "C17H24N4O6W", "method": "the ωB97M-V functional and the def2-TZVPD basis", "s_squared": 2.010, "total_charge": 2, "homo_lumo_gap_ev": [7.49, 7.96], "spin_multiplicity": 3, "homo_ev": [-15.534, -15.553], "de_lowest_kj_mol": 2.69, "symbols": ["W", "O", "C", "O", "C", "C", "C", "C", "C", "O", "C", "C", "O", "O", "H", "H", "H", "H", "H", "H", "H", "H", "N", "C", "C", "C", "N", "H", "H", "H", "H", "H", "H", "H", "H", "H", "H", "N", "C", "O", "C", "C", "C", "C", "N", "C", "H", "H", "H", "H", "H", "H"], "xyz": [[0.404, -0.246, 0.175], [-0.277, 0.829, 3.408], [-0.806, 1.104, 2.380], [-0.017, 1.285, 1.238], [-2.281, 1.318, 2.128], [-2.585, 2.675, 1.435], [-4.049, 3.034, 1.687], [-4.765, 2.034, 0.745], [-3.575, 1.329, 0.089], [-2.554, 2.331, 0.049], [-2.959, 0.324, 1.083], [-1.886, -0.506, 0.473], [-1.168, -1.290, 1.175], [-1.398, -0.248, -0.713], [-2.768, 1.227, 3.096], [-1.858, 3.456, 1.642], [-4.234, 4.063, 1.386], [-4.333, 2.931, 2.732], [-5.353, 2.548, -0.010], [-5.423, 1.340, 1.267], [-3.745, 0.928, -0.906], [-3.669, -0.331, 1.589], [2.257, -0.382, 1.401], [3.078, 0.874, 1.542], [3.473, 1.470, 0.202], [2.349, 2.154, -0.559], [1.395, 1.166, -1.177], [1.957, -0.643, 2.344], [2.874, -1.134, 1.095], [3.967, 0.629, 2.122], [2.480, 1.577, 2.119], [3.966, 0.719, -0.426], [4.235, 2.225, 0.400], [2.752, 2.774, -1.359], [1.761, 2.789, 0.102], [1.882, 0.719, -1.954], [0.641, 1.701, -1.614], [0.650, -5.834, 1.564], [1.615, -5.695, 0.622], [2.564, -6.426, 0.482], [1.507, -4.488, -0.286], [1.998, -4.601, -1.585], [1.983, -3.493, -2.417], [1.540, -2.291, -1.909], [1.102, -2.158, -0.640], [1.061, -3.259, 0.145], [0.697, -6.672, 2.127], [-0.263, -5.434, 1.432], [2.386, -5.557, -1.914], [2.325, -3.550, -3.440], [1.525, -1.406, -2.532], [0.675, -3.122, 1.149]], "forces_ev_per_angstrom": [[0.430, 0.076, -0.011], [-0.093, -0.028, 0.008], [0.085, 0.196, 0.111], [-0.057, -0.352, -0.272], [-0.058, -0.112, 0.104], [0.019, 0.036, -0.010], [-0.009, -0.004, -0.010], [-0.015, 0.009, -0.007], [0.011, -0.019, 0.001], [0.008, -0.009, -0.010], [-0.011, 0.019, -0.008], [-0.159, -0.031, 0.007], [-0.021, 0.117, 0.129], [-0.157, -0.028, 0.000], [0.021, -0.005, -0.001], [-0.007, 0.007, 0.002], [0.002, 0.001, -0.005], [-0.001, -0.001, 0.001], [-0.005, 0.001, 0.005], [0.003, -0.002, 0.002], [-0.004, 0.008, -0.005], [0.001, -0.004, 0.003], [-0.043, -0.032, 0.021], [-0.028, 0.011, 0.008], [-0.007, -0.002, -0.013], [-0.021, -0.005, 0.026], [0.121, 0.031, -0.013], [0.019, 0.007, 0.016], [-0.003, 0.003, -0.008], [0.000, -0.002, 0.000], [-0.004, -0.007, 0.004], [-0.002, 0.005, -0.009], [-0.001, 0.002, -0.002], [0.009, 0.006, 0.008], [0.015, 0.001, 0.003], [0.010, 0.016, -0.006], [-0.009, -0.007, 0.002], [0.013, 0.013, 0.008], [-0.065, -0.077, -0.039], [0.022, 0.031, 0.024], [0.033, 0.046, -0.014], [-0.009, -0.029, 0.019], [-0.003, 0.020, -0.004], [0.013, -0.063, 0.009], [-0.038, 0.137, -0.130], [-0.013, 0.006, 0.052], [0.002, 0.002, 0.002], [0.006, 0.009, 0.003], [0.004, 0.006, -0.010], [0.001, -0.007, 0.002], [-0.005, 0.012, 0.007], [-0.002, -0.012, 0.000]]}

---

Record 3
{"formula": "CH4O3", "method": "the ωB97M-V functional and the def2-TZVPD basis", "s_squared": 0.758, "total_charge": 1, "homo_lumo_gap_ev": [9.95, 4.11], "spin_multiplicity": 2, "homo_ev": [-16.328, -16.038], "de_lowest_kj_mol": 140.16, "symbols": ["O", "C", "O", "H", "H", "H", "H", "O"], "xyz": [[0.595, 1.906, -1.432], [1.148, 1.187, -0.698], [0.562, 0.123, -0.035], [2.194, 1.308, -0.291], [-0.281, -0.161, -0.267], [-0.847, -1.459, 0.282], [-1.608, -1.426, 1.695], [-1.764, -1.477, 0.747]], "forces_ev_per_angstrom": [[-1.644, 2.245, -2.640], [0.632, -4.824, 4.959], [4.981, 2.956, -0.400], [-0.421, 0.307, -0.711], [-3.538, 0.079, -1.347], [-2.597, -1.326, 1.909], [0.259, -0.060, 0.178], [2.328, 0.623, -1.948]]}